No. 1
The following is a quantum chemistry calculation of a cluster of 11 separate species, C29H9Cl40F14N3O4S in total in a non-equilibrium geometry, from the OMol25 dataset.

The value obtained for the largest force on an atom is 5.3 eV/Å. The value obtained for the LUMO energy is -1.66 eV. As for the HOMO-LUMO gap: 8.0 eV. The highest occupied orbital energy is -9.66 eV. As for the total energy: -21779.40212 Eh.

```
! wB97M-V def2-TZVPD RIJCOSX def2/J DEFGRID3
* xyz 0 1
O -0.6790 -2.7983 5.5055
C -0.1326 -3.0293 4.5343
N 0.5004 -3.1298 3.4598
C 0.0299 -2.0700 2.5601
N -0.7161 -1.0811 3.1198
C -1.0666 -0.1906 2.1151
C -1.9436 0.9803 2.5293
C -2.4080 1.9576 1.5768
C -1.9983 1.8805 0.1111
S -2.6645 3.1771 -0.9608
O -2.0988 3.2224 -2.3096
O -2.3382 4.4561 -0.3144
C -4.5066 2.9391 -1.1743
F -4.7038 1.5942 -1.4875
F -4.8709 3.6524 -2.2954
C -5.3898 3.2947 0.0843
F -5.0827 4.4700 0.6856
F -6.6964 3.4348 -0.3877
F -5.4544 2.2851 1.0135
C -1.1220 0.7936 -0.2999
C -0.6249 0.6852 -1.7718
C 0.4709 1.7413 -2.1818
C 1.9544 1.3269 -1.8663
F 2.1183 0.0437 -1.3857
F 2.6431 1.3688 -3.0995
C 2.6897 2.4262 -0.9645
F 4.0548 2.1684 -1.0716
F 2.4925 3.6441 -1.6018
C 2.2108 2.4422 0.5400
F 0.8991 2.8824 0.6895
F 2.3124 1.2207 1.1685
C 3.0752 3.4642 1.4315
F 4.3640 3.0665 1.5951
F 2.4862 3.4307 2.6925
F 2.9454 4.7634 1.0117
C -0.6766 -0.2513 0.6990
N 0.1233 -1.2744 0.2057
C 0.4586 -2.1963 1.1308
C 1.3230 -3.4126 0.6512
C 0.3435 -4.5422 0.0805
O -0.3279 -5.2423 0.7950
H -2.2344 1.0748 3.5927
H -3.0611 2.7955 1.9371
H -0.3191 -0.3703 -2.0353
H -1.5367 0.8914 -2.4328
H 0.2060 2.7181 -1.6964
H 0.3871 1.9225 -3.2944
H 1.9056 -3.8838 1.4824
H 1.9684 -3.1106 -0.2210
H 0.2187 -4.7160 -1.0364
C 4.0376 -5.9869 -1.4532
Cl 5.1091 -5.2768 -0.2148
Cl 2.3496 -5.5764 -1.0615
Cl 4.4531 -5.3231 -3.0414
Cl 4.2255 -7.7450 -1.4873
C 0.6335 -8.8117 -3.7960
Cl -1.0883 -9.2171 -3.6688
Cl 1.0393 -7.5651 -2.6008
Cl 1.6069 -10.2614 -3.4885
Cl 0.9788 -8.2020 -5.4246
C 2.0660 6.0387 -4.2475
Cl 1.5247 7.5648 -4.9800
Cl 3.1720 5.2116 -5.3593
Cl 2.9062 6.3734 -2.7203
Cl 0.6583 5.0061 -3.9343
C -3.6753 -4.2585 0.3173
Cl -3.4345 -4.6269 2.0340
Cl -5.3936 -3.9420 0.0163
Cl -2.7264 -2.8215 -0.1167
Cl -3.1464 -5.6361 -0.6647
C -1.1596 -0.3908 -6.0171
Cl -0.5680 -1.7717 -5.0731
Cl -1.7792 0.8530 -4.9156
Cl 0.1688 0.2815 -6.9777
Cl -2.4596 -0.9252 -7.0961
C 6.1927 -9.1913 2.1492
Cl 5.6200 -7.7303 1.3227
Cl 7.3017 -10.0746 1.0841
Cl 7.0405 -8.7362 3.6388
Cl 4.8083 -10.2250 2.5491
C 0.5452 8.6819 -0.3962
Cl -1.1595 8.3097 -0.0864
Cl 0.8420 8.6830 -2.1413
Cl 0.9338 10.2776 0.2746
Cl 1.5669 7.4482 0.3703
C 0.1432 2.3649 5.9700
Cl -0.7952 1.6287 7.2831
Cl 1.8235 1.8037 6.0497
Cl -0.5547 1.8918 4.4042
Cl 0.1002 4.1304 6.1286
C 5.5009 1.5993 4.4578
Cl 4.5802 0.8573 5.7801
Cl 7.1831 1.0435 4.5240
Cl 4.7833 1.1327 2.9047
Cl 5.4534 3.3629 4.6236
C -10.2147 1.6587 0.5344
Cl -11.0499 2.7799 -0.5557
Cl -10.6998 -0.0051 0.1553
Cl -8.4630 1.8289 0.3254
Cl -10.6490 2.0327 2.2126
*
```

Mulliken atomic charge list, values in e, 4 entries: O -0.354; C 0.816; N -0.608; C 0.384

=====

No. 2
The following is a quantum chemistry calculation of a cluster of 2 separate species, C2Br2F2O in total in a non-equilibrium geometry, from the OMol25 dataset.

The value obtained for the largest force on an atom is 4.2 eV/Å. The value obtained for the LUMO energy is -0.62 eV. As for the HOMO-LUMO gap: 8.6 eV. The highest occupied orbital energy is -9.20 eV. As for the total energy: -5499.12752 Eh.

```
! wB97M-V def2-TZVPD RIJCOSX def2/J DEFGRID3
* xyz 0 1
C -1.1881 -0.3771 0.2347
C 0.9307 0.3023 -0.2000
O -1.2284 -1.2648 0.9879
F 1.0628 1.5884 -0.3539
F 1.1366 -0.3783 -1.3095
Br -2.5714 0.5523 -0.6320
Br 1.8579 -0.4230 1.2728
*
```

Mulliken atomic charge list, values in e, 4 entries: C 0.365; C 0.377; O -0.328; F -0.145

=====

No. 3
The following is a quantum chemistry calculation of a structure of composition C2Br3N3O2S in a non-equilibrium geometry, from the OMol25 dataset.

The value obtained for the largest force on an atom is 3.2 eV/Å. The value obtained for the LUMO energy (alpha / beta) is -2.44 / -2.44 eV. As for the HOMO-LUMO gap (alpha / beta): 6.3 / 6.3 eV. The highest occupied orbital energy (alpha / beta) is -8.78 / -8.78 eV. As for the total energy: -8511.08206 Eh.

```
! wB97M-V def2-TZVPD RIJCOSX def2/J DEFGRID3
* xyz 0 1
C -0.4233 0.6080 -1.4094
C 1.6820 -1.6209 1.1627
N -0.0777 -0.3848 -0.8678
N -1.7130 4.2071 0.7248
N -2.7398 4.5064 0.6431
O -0.9373 -1.9129 0.8911
O -0.8793 1.5321 -1.9512
S 0.1867 -1.8320 0.0496
Br 1.2611 -0.0183 2.0867
Br 3.3410 -1.5851 0.1264
Br 0.2996 -3.4996 -1.4560
*
```

Mulliken atomic charge list, values in e, 4 entries: C 0.606; C -0.082; N -0.290; N 0.047

=====

No. 4
The following is a quantum chemistry calculation of a structure of composition C2Br4S2 in a non-equilibrium geometry, from the OMol25 dataset.

The value obtained for the largest force on an atom is 2.9 eV/Å. The value obtained for the LUMO energy (alpha / beta) is -0.95 / -3.26 eV. As for the HOMO-LUMO gap (alpha / beta): 6.4 / 6.2 eV. The highest occupied orbital energy (alpha / beta) is -7.35 / -9.48 eV. As for the total energy: -11168.49912 Eh.

```
! wB97M-V def2-TZVPD RIJCOSX def2/J DEFGRID3
* xyz 0 3
C -1.5177 0.0525 -2.0963
C 1.6850 0.7066 2.2374
S -1.9183 0.9736 -0.8267
S 0.9608 -0.3854 3.1164
Br -0.3524 0.6192 -3.4598
Br -2.0309 -1.7230 -2.3134
Br 1.5245 2.5616 2.2968
Br 2.7443 0.1941 0.7626
*
```

Mulliken atomic charge list, values in e, 4 entries: C 0.088; C 0.127; S -0.001; S -0.149

=====

No. 5
The following is a quantum chemistry calculation of a cluster of 2 separate species, C2Cl2F2O in total in a non-equilibrium geometry, from the OMol25 dataset.

The value obtained for the largest force on an atom is 3.0 eV/Å. The value obtained for the LUMO energy is 0.17 eV. As for the HOMO-LUMO gap: 11.1 eV. The highest occupied orbital energy is -10.92 eV. As for the total energy: -1271.47509 Eh.

```
! wB97M-V def2-TZVPD RIJCOSX def2/J DEFGRID3
* xyz 0 1
C -1.7197 -0.4326 0.3343
C 1.6020 0.6812 0.3180
O 0.4812 0.6273 0.6283
F -1.5985 0.2478 -0.7512
F -1.3628 -1.6319 -0.0656
Cl 3.0280 1.4011 0.9097
Cl 1.9602 -0.2214 -1.1921
*
```

Mulliken atomic charge list, values in e, 4 entries: C 0.155; C 0.535; O -0.299; F -0.071

=====

No. 6
The following is a quantum chemistry calculation of a cluster of 2 separate species, C2Cl2F3NO in total in a non-equilibrium geometry, from the OMol25 dataset.

The value obtained for the largest force on an atom is 3.3 eV/Å. Its structure (SMILES) is FC(F)=NCl.O=C(F)Cl. The value obtained for the LUMO energy is 0.42 eV. As for the HOMO-LUMO gap: 11.3 eV. The highest occupied orbital energy is -10.86 eV. As for the total energy: -1426.13554 Eh.

```
! wB97M-V def2-TZVPD RIJCOSX def2/J DEFGRID3
* xyz 0 1
F 1.5918 -1.7315 0.8253
C 1.8788 -0.5752 0.3162
F 2.9219 -0.7285 -0.4729
N 1.0886 0.3768 0.4783
Cl 1.5139 1.8405 -0.2576
O -3.3259 0.9310 -0.4649
C -2.3132 0.2969 -0.3494
F -1.8038 -0.4745 -1.2722
Cl -1.5522 0.0645 1.1972
*
```

Mulliken atomic charge list, values in e, 4 entries: F -0.172; C 0.607; F -0.170; N -0.188

=====

No. 7
The following is a quantum chemistry calculation of the molecule C2Cl2S in a non-equilibrium geometry, from the OMol25 dataset.

The value obtained for the largest force on an atom is 2.3 eV/Å. Its structure (SMILES) is ClC1=C(Cl)S1. The value obtained for the LUMO energy is -0.09 eV. As for the HOMO-LUMO gap: 8.3 eV. The highest occupied orbital energy is -8.35 eV. As for the total energy: -1394.66872 Eh.

```
! wB97M-V def2-TZVPD RIJCOSX def2/J DEFGRID3
* xyz 0 1
Cl 0.6153 -0.0147 2.2294
C 0.3521 0.0381 0.5392
C -0.3901 -0.0275 -0.5290
Cl -1.7483 -0.8692 -1.2999
S 1.1710 0.8733 -0.9397
*
```

Mulliken atomic charge list, values in e, 4 entries: Cl -0.092; C 0.164; C 0.211; Cl -0.104

=====

No. 8
The following is a quantum chemistry calculation of a structure of composition C2Cl3F2NS in a non-equilibrium geometry, from the OMol25 dataset.

The value obtained for the largest force on an atom is 3.8 eV/Å. The value obtained for the LUMO energy (alpha / beta) is -2.27 / -2.27 eV. As for the HOMO-LUMO gap (alpha / beta): 6.5 / 6.5 eV. The highest occupied orbital energy (alpha / beta) is -8.80 / -8.80 eV. As for the total energy: -2109.29919 Eh.

```
! wB97M-V def2-TZVPD RIJCOSX def2/J DEFGRID3
* xyz 0 1
C 0.8998 -1.0293 0.2484
C -1.3581 1.1186 -0.0725
N 0.4349 -0.5263 -0.7621
F -0.6560 2.0685 0.5619
F -2.0491 0.3593 0.8078
S 2.7147 -1.5075 0.4055
Cl 0.3323 -1.6530 1.7407
Cl -1.9578 1.5430 -1.5384
Cl 3.9959 -0.5987 -1.0003
*
```

Mulliken atomic charge list, values in e, 4 entries: C 0.542; C 0.552; N -0.505; F -0.125

=====

No. 9
The following is a quantum chemistry calculation of the molecule C2Cl3NO3 in a non-equilibrium geometry, from the OMol25 dataset.

The value obtained for the largest force on an atom is 3.1 eV/Å. Its structure (SMILES) is O=[N+]([O-])OC(Cl)=C(Cl)Cl. The value obtained for the LUMO energy is -0.71 eV. As for the HOMO-LUMO gap: 9.0 eV. The highest occupied orbital energy is -9.68 eV. As for the total energy: -1737.07821 Eh.

```
! wB97M-V def2-TZVPD RIJCOSX def2/J DEFGRID3
* xyz 0 1
O 1.8190 0.0765 -1.4192
N 1.9771 -0.0043 -0.2584
O 2.9245 -0.3681 0.4103
O 0.7101 0.2527 0.6399
C -0.6228 0.5075 0.3069
Cl -0.9693 2.1346 0.0480
C -1.5460 -0.4383 0.2243
Cl -3.1310 -0.0398 -0.2297
Cl -1.1615 -2.1207 0.2778
*
```

Mulliken atomic charge list, values in e, 4 entries: O -0.417; N 1.015; O -0.442; O -0.361

=====

No. 10
The following is a quantum chemistry calculation of a cluster of 2 separate species, C2Cl4O in total in a non-equilibrium geometry, from the OMol25 dataset.

The value obtained for the largest force on an atom is 3.6 eV/Å. The value obtained for the LUMO energy is -0.85 eV. As for the HOMO-LUMO gap: 8.0 eV. The highest occupied orbital energy is -8.85 eV. As for the total energy: -1992.09222 Eh.

```
! wB97M-V def2-TZVPD RIJCOSX def2/J DEFGRID3
* xyz 0 1
C 1.2711 0.2479 -0.2185
C -1.5920 0.4323 0.3939
O 0.4975 1.0396 -0.6278
Cl 2.2386 0.3238 1.0640
Cl 1.4662 -1.4666 -0.9544
Cl -1.2139 -0.9638 1.2383
Cl -2.6676 0.3869 -0.8956
*
```

Mulliken atomic charge list, values in e, 4 entries: C 0.481; C 0.091; O -0.313; Cl -0.036

=====

No. 11
The following is a quantum chemistry calculation of the molecule C2Cl4Si in a non-equilibrium geometry, from the OMol25 dataset.

The value obtained for the largest force on an atom is 9.7 eV/Å. The value obtained for the LUMO energy (alpha / beta) is 0.25 / -3.22 eV. As for the HOMO-LUMO gap (alpha / beta): 10.2 / 7.3 eV. The highest occupied orbital energy (alpha / beta) is -9.90 / -10.50 eV. As for the total energy: -2206.34614 Eh.

```
! wB97M-V def2-TZVPD RIJCOSX def2/J DEFGRID3
* xyz 0 3
C 3.8315 -0.1146 -0.0137
C 2.6837 0.1152 0.0979
Si -1.3316 -0.0185 -0.0340
Cl 0.6135 0.5391 0.3626
Cl -1.3555 -1.3923 -1.4921
Cl -2.1214 -0.7746 1.6595
Cl -2.3203 1.6456 -0.5802
*
```

Mulliken atomic charge list, values in e, 4 entries: C 0.123; C -0.206; Si 0.729; Cl -0.101

=====

No. 12
The following is a quantum chemistry calculation of a cluster of 2 separate species, C2Cl5NO2 in total in a non-equilibrium geometry, from the OMol25 dataset.

The value obtained for the largest force on an atom is 2.1 eV/Å. The value obtained for the LUMO energy (alpha / beta) is -1.21 / -1.60 eV. As for the HOMO-LUMO gap (alpha / beta): 8.1 / 8.4 eV. The highest occupied orbital energy (alpha / beta) is -9.30 / -10.04 eV. As for the total energy: -2582.22308 Eh.

```
! wB97M-V def2-TZVPD RIJCOSX def2/J DEFGRID3
* xyz 0 1
C -0.1302 0.1454 -0.8556
C 1.1487 -0.5011 -0.4860
N -1.4924 0.4126 1.5417
O -0.9790 1.1503 2.2920
O -2.4879 -0.1948 1.4110
Cl -0.0513 1.8655 -0.9614
Cl -1.1721 -0.6215 -1.9594
Cl 2.5126 0.0364 -1.5720
Cl 1.0303 -2.2549 -0.5777
Cl 1.6213 -0.0380 1.1675
*
```

Mulliken atomic charge list, values in e, 4 entries: C -0.052; C 0.507; N 0.810; O -0.374

=====

The highest total energy belongs to which entry?
C2Cl2F2O